Record 1
Formula: C49H48AsCuO4P2S
Source: OMol25
Level of theory: ωB97M-V/def2-TZVPD

Geometry as XYZ:
```
106
Properties=species:S:1:pos:R:3:lowdin_spin:R:1
Cu -0.48403 0.46782 0.44472 0.52
O 4.20037 0.64755 1.41074 0.00
S 2.91663 0.17102 0.84245 0.00
C 3.04588 0.60807 -0.94771 0.00
C 4.37100 0.86313 -1.28196 0.00
C 4.75803 1.11489 -2.58949 0.00
C 3.80907 1.10798 -3.59550 0.00
C 2.48532 0.87272 -3.26721 0.01
C 2.07033 0.62040 -1.95372 0.02
P 0.26499 0.37820 -1.81264 0.13
C -0.08581 -1.22515 -2.57206 0.01
C 0.91068 -1.99257 -3.17203 0.01
C 0.59646 -3.22255 -3.72930 0.00
C -0.70756 -3.69327 -3.69184 0.00
C -1.70495 -2.93189 -3.09930 0.00
C -1.39543 -1.70325 -2.54025 0.00
C -0.37408 1.60070 -2.99961 0.02
C 0.07898 2.91702 -2.91218 0.01
C -0.43102 3.89410 -3.75036 0.00
C -1.39879 3.56458 -4.69204 0.01
C -1.83664 2.25391 -4.80129 0.00
C -1.32647 1.27198 -3.96113 0.01
C 1.75623 1.47563 1.37155 0.00
C 1.78830 2.68714 0.67239 0.00
C 1.18493 3.82167 1.17888 0.00
C 0.53818 3.75670 2.40478 0.00
C 0.52550 2.56740 3.10970 0.00
C 1.13287 1.39565 2.63311 0.00
P 1.09829 0.07705 3.94597 0.00
C -0.47574 -0.78715 3.59158 0.01
C -1.54668 -0.19513 2.92073 0.01
C -2.74169 -0.89028 2.74928 0.01
C -2.89902 -2.15830 3.27534 0.00
C -1.85969 -2.72942 3.99291 0.01
C -0.66444 -2.05073 4.15450 0.00
C 2.39850 -1.14066 3.56440 0.00
C 3.66663 -0.83038 4.05685 0.00
C 4.72142 -1.71323 3.89100 0.00
C 4.51088 -2.93332 3.26601 0.00
C 3.24472 -3.26433 2.80045 0.00
C 2.19657 -2.37032 2.94243 0.00
H 5.10127 0.86934 -0.48462 0.00
H 5.79807 1.31519 -2.80965 0.00
H 4.08398 1.28891 -4.62580 0.00
H 1.74909 0.88855 -4.06110 0.00
H 1.93760 -1.65352 -3.18167 0.00
H 1.37778 -3.81998 -4.17978 0.00
H -0.94549 -4.65929 -4.11759 0.00
H -2.72071 -3.30064 -3.05114 0.00
H -2.17134 -1.13394 -2.04972 0.00
H 0.86160 3.17071 -2.20479 0.00
H -0.06598 4.91065 -3.67745 0.00
H -1.79519 4.32614 -5.35043 0.00
H -2.57102 1.98696 -5.54969 0.00
H -1.66402 0.24972 -4.07037 0.00
H 2.33728 2.74841 -0.25851 0.00
H 1.24735 4.75568 0.63531 0.00
H 0.07985 4.63917 2.83326 0.00
H 0.08208 2.54448 4.09958 0.00
H -1.46343 0.83972 2.60593 0.01
H -3.54789 -0.45904 2.17604 0.00
H -3.82255 -2.70072 3.12713 0.00
H -1.97519 -3.71572 4.42316 0.00
H 0.13414 -2.51460 4.72082 0.00
H 3.83447 0.11395 4.56171 0.00
H 5.70417 -1.44947 4.25808 0.00
H 5.33010 -3.63153 3.15168 0.00
H 3.07191 -4.21564 2.31425 0.00
H 1.22307 -2.63540 2.55798 0.00
O -1.61919 -4.70448 0.28306 0.00
C -0.29351 -4.66230 0.00831 0.00
C 0.39986 -5.83080 -0.30653 0.00
C 1.75269 -5.79681 -0.58983 0.00
C 2.44608 -4.59326 -0.54997 0.00
C 1.76194 -3.43887 -0.22384 0.00
C 0.39315 -3.44057 0.04652 0.00
C -0.29430 -2.14459 0.30688 0.01
O -1.50619 -1.98766 0.26131 0.01
O 0.51539 -1.13120 0.49200 0.11
H -1.91334 -5.62149 0.24109 0.00
H -0.13902 -6.77188 -0.33156 0.00
H 2.26711 -6.71711 -0.83486 0.00
H 3.50704 -4.56026 -0.75677 0.00
H 2.28710 -2.49246 -0.16763 0.00
C -2.86696 3.50724 2.93513 0.00
C -3.39580 2.57796 1.85137 0.02
As -2.19715 2.22818 0.33550 0.04
C -1.73213 4.04916 -0.19127 0.00
C -2.88586 4.83831 -0.79440 0.00
C -3.52732 1.67372 -0.97131 0.00
C -4.17667 0.34861 -0.58335 0.00
H -3.67886 3.78796 3.60620 0.00
H -2.45109 4.42879 2.52701 0.00
H -2.09806 3.02274 3.53561 0.00
H -4.30133 2.98545 1.39587 0.00
H -3.66658 1.62084 2.28110 0.00
H -0.89680 3.98212 -0.87874 0.00
H -1.35553 4.52592 0.71232 0.00
H -3.19779 4.42364 -1.75297 0.00
H -2.58144 5.87131 -0.96746 0.00
H -3.75406 4.86197 -0.13311 0.00
H -3.03015 1.60716 -1.93799 0.00
H -4.26611 2.47310 -1.03691 0.00
H -3.43790 -0.44399 -0.44429 0.00
H -4.87623 0.02686 -1.35562 0.00
H -4.74073 0.43527 0.34645 0.00
```

Calculated values
Kohn-Sham gap (spin up / spin down) = 7.981 / 5.753 eV
Total charge = +1
ΔE to the lowest compared entry with this formula, charge and spin = 10.8 kcal/mol
HOMO (spin up / spin down) = -10.19 / -10.20 eV
2S+1 = 2

---

Record 2
Formula: C7H11NO2
Source: OMol25
Level of theory: ωB97M-V/def2-TZVPD

Geometry as XYZ:
```
21
Properties=species:S:1:pos:R:3:nbo_charge:R:1
C -1.07315 0.48150 0.28166 -0.61
C 1.25019 1.86544 -0.89720 -0.87
C -1.46035 0.23668 1.71393 -0.65
C 0.73026 1.81573 0.34806 0.69
O 0.78223 2.12370 1.48498 -0.54
H -1.52069 -0.21416 -0.42282 0.19
H -1.36552 1.47765 -0.06070 0.21
H 0.69681 1.48794 -1.74014 0.25
H 2.04134 2.58977 -1.06019 0.25
H 1.95836 0.22170 -0.34903 0.52
H -0.96853 0.94393 2.38438 0.23
H -1.20048 -0.77315 2.04992 0.17
H -2.54222 0.33682 1.86590 0.21
C 0.70275 -1.18771 -0.22056 0.59
N 0.28781 -2.17299 0.60422 -0.76
C 0.26609 -1.23005 -1.58189 -0.13
C -0.08029 -1.28336 -2.73149 -0.13
O 1.89662 -0.69713 0.07473 -0.68
H 0.59947 -2.11650 1.56240 0.41
H -0.61599 -2.58624 0.44322 0.41
H -0.38470 -1.31958 -3.74937 0.24
```

Calculated values
Kohn-Sham gap (spin up / spin down) = 7.348 / 7.349 eV
ΔE to the lowest compared entry with this formula, charge and spin = 155.7 kcal/mol
HOMO (spin up / spin down) = -7.52 / -7.52 eV

---

Record 3
Formula: C41H72ClF6N5O8
Source: OMol25
Level of theory: ωB97M-V/def2-TZVPD

Geometry as XYZ:
```
133
Properties=species:S:1:pos:R:3:lowdin_spin:R:1
C -1.60562 -0.37936 5.55330 0.00
C -3.00682 0.27174 5.51040 0.00
C -3.89727 -0.19170 4.33933 0.00
C -3.81694 0.68674 3.09065 0.00
N -2.50213 0.59263 2.44372 0.00
C -2.27087 1.58939 1.39655 0.00
C -3.57921 2.23951 0.80625 0.00
O -3.66541 3.45481 1.06040 0.00
O -4.33977 1.48681 0.16788 0.00
N -1.35928 0.98041 0.37574 0.00
C -1.36434 1.77105 -0.87442 0.00
C -0.05805 1.66144 -1.66215 0.00
C 1.14475 2.21708 -0.91649 0.00
Cl -0.28889 2.60736 -3.17940 0.00
C -1.56584 -0.38825 0.13821 0.00
O -2.57385 -0.98786 -0.08836 0.00
C -0.29517 -1.28946 0.11160 0.00
F 0.84372 -0.57367 0.02809 0.00
F -0.33461 -2.08352 -0.97756 0.00
C -0.10717 -2.20718 1.34209 0.00
F 0.97720 -2.98351 1.08646 0.00
F 0.17694 -1.43852 2.39249 0.00
C -1.25759 -3.18320 1.75690 0.00
F -2.08519 -2.57621 2.57972 0.00
F -0.64130 -4.19630 2.45965 0.00
C -2.06180 -3.90934 0.64772 0.00
O -3.24936 -3.87290 0.60028 0.00
O -1.29155 -4.62197 -0.19597 0.00
H -1.31253 -0.61527 6.58141 0.00
H -1.59740 -1.31794 4.99137 0.00
H -0.83416 0.27760 5.14242 0.00
H -2.88800 1.35824 5.41401 0.00
H -3.52645 0.06211 6.44977 0.00
H -3.69844 -1.23666 4.08231 0.00
H -4.94449 -0.15033 4.66825 0.00
H -4.04263 1.72182 3.39773 0.00
H -4.57537 0.37372 2.36898 0.00
H -1.79826 0.76126 3.15596 0.00
H -1.70466 2.43642 1.80439 0.00
H -2.21078 1.45187 -1.49217 0.00
H -1.50156 2.82535 -0.61261 0.00
H 0.10898 0.63005 -1.98479 0.00
H 1.22822 1.73491 0.06157 0.00
H 2.07299 2.08333 -1.47391 0.00
H 0.98961 3.28684 -0.74153 0.00
H -0.40704 -4.75829 0.17497 0.00
C 7.53590 1.16177 -0.65045 0.00
C 6.63014 0.98338 0.58362 0.03
C 7.27465 0.02406 1.58952 0.02
C 7.25018 -1.43664 1.13757 0.00
C 5.83360 -1.87394 0.76056 0.02
C 5.16735 -0.95461 -0.26582 0.03
N 5.28037 0.46374 0.20197 0.37
O 4.38077 0.76470 1.07059 0.53
C 5.80227 -1.14754 -1.65180 0.00
C 3.68674 -1.28691 -0.40627 0.00
C 6.45265 2.34969 1.23797 0.00
H 8.24546 1.97067 -0.46975 0.00
H 8.13315 0.28006 -0.87589 0.00
H 6.96545 1.42624 -1.53984 0.00
H 6.74080 0.10700 2.54122 0.00
H 8.30111 0.35346 1.77111 0.00
H 7.93319 -1.59053 0.29747 0.00
H 7.61994 -2.06877 1.94750 0.00
H 5.84210 -2.88974 0.35783 0.00
H 5.21566 -1.89717 1.66356 0.00
H 5.43573 -0.39146 -2.34772 0.00
H 5.51253 -2.12638 -2.03447 0.00
H 6.88841 -1.11544 -1.65102 0.00
H 3.17735 -1.26795 0.55176 0.00
H 3.58521 -2.28857 -0.82811 0.00
H 3.19318 -0.57985 -1.07283 0.00
H 5.95012 3.05141 0.57386 0.00
H 7.44074 2.74671 1.47772 0.00
H 5.87572 2.28296 2.15646 0.00
C 6.04706 5.98606 -1.94999 0.00
C 4.95359 5.16547 -2.66199 0.03
C 4.93250 5.48053 -4.15986 0.02
C 4.35166 6.85675 -4.48406 0.00
C 2.97241 7.03281 -3.84762 0.02
C 2.95581 6.75611 -2.34177 0.03
N 3.59954 5.43000 -2.08128 0.37
O 2.78914 4.45285 -2.28061 0.53
C 3.65842 7.88693 -1.57662 0.00
C 1.51944 6.69286 -1.83419 0.00
C 5.27254 3.69317 -2.43755 0.00
H 6.99499 5.45051 -2.00845 0.00
H 6.21028 6.96594 -2.39425 0.00
H 5.80824 6.12123 -0.89485 0.00
H 4.33365 4.71823 -4.66810 0.00
H 5.95222 5.39195 -4.54452 0.00
H 5.02963 7.64976 -4.15581 0.00
H 4.26466 6.96254 -5.56730 0.00
H 2.60126 8.04703 -4.01451 0.00
H 2.26725 6.35335 -4.33584 0.00
H 3.77805 7.62027 -0.52573 0.00
H 3.03965 8.78302 -1.62912 0.00
H 4.63365 8.15048 -1.97699 0.00
H 0.92213 5.97481 -2.39020 0.00
H 1.06631 7.67932 -1.94345 0.00
H 1.49055 6.41312 -0.78063 0.00
H 5.23487 3.44458 -1.37792 0.00
H 6.27611 3.48220 -2.81242 0.00
H 4.57559 3.04238 -2.96081 0.00
C -6.24901 -4.48188 -0.97236 0.00
C -7.06876 -4.63174 0.32187 0.03
C -6.34785 -5.55512 1.30703 0.02
C -6.37945 -7.02714 0.89905 0.00
C -7.80977 -7.49542 0.63467 0.02
C -8.56156 -6.61311 -0.36617 0.03
N -8.44102 -5.18049 0.05326 0.38
O -9.29051 -4.87339 0.96915 0.52
C -8.02713 -6.83459 -1.78863 0.00
C -10.04010 -6.98451 -0.38421 0.00
C -7.21107 -3.24099 0.92871 0.00
H -5.52073 -3.68376 -0.84213 0.00
H -5.68208 -5.37386 -1.23231 0.00
H -6.88389 -4.21514 -1.81808 0.00
H -6.81492 -5.45041 2.29205 0.00
H -5.31841 -5.20455 1.40216 0.00
H -5.75424 -7.19409 0.01783 0.00
H -5.94428 -7.63198 1.69765 0.00
H -7.81441 -8.52248 0.25880 0.00
H -8.36225 -7.50126 1.57979 0.00
H -8.45539 -6.10414 -2.47606 0.00
H -8.32112 -7.83018 -2.12435 0.00
H -6.94590 -6.77836 -1.86248 0.00
H -10.47967 -6.94723 0.60918 0.00
H -10.14045 -8.00042 -0.77041 0.00
H -10.60189 -6.30999 -1.03163 0.00
H -7.75936 -2.57618 0.26036 0.00
H -6.21397 -2.82706 1.07947 0.00
H -7.72504 -3.26613 1.88675 0.00
```

Calculated values
Kohn-Sham gap (spin up / spin down) = 6.571 / 6.560 eV
Total charge = -1
HOMO (spin up / spin down) = -4.67 / -4.67 eV
2S+1 = 4

---

Calculated max |F| in order - 0.6; 0.7; 1.1 eV/Å